Record 1
Formula: C20H21N3O4S
Source: the OMol25 dataset
Level of theory: ωB97M-V/def2-TZVPD

The geometry in XYZ format:
```
49
Properties=species:S:1:pos:R:3
C -4.933 -2.281 -0.867
H -5.346 -3.237 -1.184
O -3.862 -2.021 -1.744
C -3.166 -0.865 -1.590
C -3.404 0.081 -0.603
C -2.606 1.222 -0.513
C -1.591 1.440 -1.439
C -1.366 0.500 -2.432
C -2.132 -0.646 -2.505
H -1.958 -1.388 -3.268
H -0.580 0.667 -3.152
H -0.990 2.334 -1.407
C -2.908 2.162 0.593
O -4.030 2.344 1.003
C -1.715 2.816 1.262
H -1.060 3.346 0.573
H -2.050 3.467 2.070
S -0.698 1.494 2.006
C 0.651 1.515 0.911
N 0.912 2.450 0.036
N 2.038 2.112 -0.592
C 2.470 0.975 -0.102
N 1.607 0.540 0.881
C 1.618 -0.673 1.646
H 2.639 -0.888 1.969
H 0.996 -0.527 2.533
C 1.089 -1.861 0.817
H 1.591 -1.847 -0.161
O 1.432 -3.080 1.455
C 0.250 -3.750 1.855
C -0.819 -3.313 0.857
H -1.827 -3.438 1.244
H -0.719 -3.875 -0.071
C -0.440 -1.849 0.641
H -0.732 -1.474 -0.337
H -0.902 -1.224 1.406
H 0.459 -4.820 1.842
H -0.025 -3.450 2.876
C 3.682 0.334 -0.534
C 4.264 -0.885 -0.268
C 5.465 -0.914 -1.008
C 5.529 0.277 -1.666
O 4.462 1.031 -1.388
H 6.258 0.686 -2.337
H 6.176 -1.713 -1.042
H 3.895 -1.675 0.353
H -4.192 -0.038 0.124
H -4.593 -2.358 0.170
H -5.706 -1.510 -0.939
```

**ΔE to the lowest compared entry with this formula, charge and spin**: 87.9 kcal/mol
**SMILES**: COc1cccc(C(=O)CSc2nnc(-c3ccco3)n2C[C@@H]2CCCO2)c1
**Kohn-Sham gap**: 8.323 eV
**2S+1**: 1

Record 2
Formula: C20H21N5O2S
Source: the OMol25 dataset
Level of theory: ωB97M-V/def2-TZVPD

The geometry in XYZ format:
```
49
Properties=species:S:1:pos:R:3
C -2.682 -3.569 0.791
C -2.233 -2.566 -0.196
N -2.733 -1.398 -0.339
C -2.078 -0.649 -1.269
C -1.047 -1.284 -1.884
S -0.869 -2.882 -1.264
H -0.389 -0.920 -2.646
C -2.510 0.778 -1.447
N -2.499 1.404 -0.136
C -1.687 2.428 0.184
O -0.990 3.012 -0.621
C -1.723 2.809 1.663
H -2.584 2.359 2.155
H -1.781 3.895 1.738
C -0.431 2.336 2.339
C -0.273 0.869 2.194
N -1.200 -0.031 2.153
N -0.593 -1.216 1.911
C 0.674 -0.980 1.816
O 0.950 0.328 2.008
C 1.741 -1.955 1.485
C 2.862 -1.308 0.733
C 4.193 -1.557 0.897
N 4.926 -0.786 0.037
C 4.076 -0.008 -0.696
C 4.343 0.945 -1.671
C 3.270 1.605 -2.230
C 1.959 1.320 -1.838
C 1.690 0.367 -0.883
C 2.755 -0.313 -0.289
H 0.669 0.158 -0.603
H 1.144 1.871 -2.280
H 3.442 2.359 -2.983
H 5.357 1.163 -1.971
H 5.929 -0.783 -0.033
H 4.676 -2.238 1.572
H 1.275 -2.754 0.899
H 2.128 -2.400 2.406
H 0.434 2.812 1.872
H -0.444 2.602 3.399
H -2.919 0.848 0.597
C -3.913 0.846 -2.051
H -3.912 0.406 -3.045
H -4.236 1.881 -2.122
H -4.608 0.295 -1.422
H -1.795 1.320 -2.073
H -3.752 -3.473 0.952
H -2.441 -4.576 0.460
H -2.172 -3.371 1.734
```

**ΔE to the lowest compared entry with this formula, charge and spin**: 10.9 kcal/mol
**SMILES**: Cc1nc([C@@H](C)NC(=O)CCc2nnc(Cc3c[nH]c4ccccc34)o2)cs1
**Kohn-Sham gap**: 8.624 eV
**2S+1**: 1

| no. | HOMO energy (hartree) |
| --- | --- |
| 1 | -0.2959 |
| 2 | -0.2933 |